127
Properties=species:S:1:pos:R:3:forces:R:3 method="wB97M-V/def2-TZVPD" lumo_energy_ev=-3.6 relative_energy_kj_mol=0.00 max_force_ev_per_a=0.62 e_tot_ev=-126905.96330 total_charge=+1 homo_lumo_gap_ev=6.50 molar_mass_g_mol=1182.226
Pt -0.16162 -0.12558 -0.52956 -0.224 0.039 -0.576
C -1.90830 -5.67779 2.41528 -0.001 -0.001 0.003
C -0.58429 -5.05274 2.79655 -0.026 0.021 0.005
C -0.44662 -4.77334 4.27817 0.006 -0.012 0.007
O -0.36127 -3.84329 1.99905 0.049 -0.004 -0.045
P -0.92466 -2.40042 2.16516 -0.173 0.205 -0.135
O -0.98529 -1.66332 0.87230 0.306 -0.262 0.219
C 0.11948 -1.52835 3.34474 -0.106 0.019 0.015
P 1.81025 -1.54839 2.72851 -0.041 0.101 0.193
O 1.85600 -1.64231 1.26693 0.165 -0.235 -0.020
O 2.43124 -2.75352 3.54215 0.052 0.027 -0.002
C 3.67852 -3.36333 3.06264 -0.003 -0.012 0.002
C 3.32667 -4.49052 2.11698 -0.011 -0.007 -0.005
C 4.43286 -3.82085 4.28895 -0.004 -0.001 0.010
O 2.52014 -0.22375 3.21850 0.005 -0.025 -0.016
C 2.74314 0.09455 4.62282 -0.013 0.019 -0.010
C 4.23321 0.27074 4.81153 0.009 -0.004 -0.001
C 1.95206 1.34543 4.93987 -0.009 0.005 -0.009
O -2.34678 -2.52138 2.81981 0.015 -0.001 0.011
C -3.52531 -1.78805 2.31013 -0.002 -0.009 0.016
C -4.64916 -2.78805 2.18490 0.000 0.003 -0.002
C -3.81483 -0.65792 3.27001 0.000 0.010 0.019
H -1.97485 -6.67420 2.85360 -0.001 0.002 0.002
H -1.98920 -5.77303 1.33297 0.004 -0.007 0.001
H -2.74205 -5.08175 2.78411 0.001 0.001 -0.004
H 0.23413 -5.69323 2.46980 0.001 -0.002 -0.015
H -1.24692 -4.11915 4.62977 0.000 -0.002 -0.001
H 0.52323 -4.32799 4.50289 -0.010 0.002 0.002
H -0.52428 -5.71362 4.82464 0.001 -0.001 -0.002
H 0.04549 -1.94453 4.34902 -0.042 -0.029 -0.017
H -0.24982 -0.49886 3.34887 0.046 0.015 0.014
H 4.24394 -2.59102 2.53249 -0.002 0.001 0.000
H 2.76968 -5.26349 2.65071 0.004 0.003 -0.002
H 4.23878 -4.93878 1.72114 0.000 -0.002 -0.002
H 2.72308 -4.12203 1.28836 0.005 0.001 0.001
H 3.84341 -4.55597 4.83887 0.003 -0.001 -0.001
H 4.65329 -2.98592 4.95359 -0.002 -0.003 -0.001
H 5.37376 -4.28576 3.99412 0.000 0.004 -0.003
H 2.38893 -0.74489 5.22809 0.001 -0.005 0.002
H 4.59443 1.07952 4.17499 0.002 0.002 0.000
H 4.76943 -0.64106 4.54868 -0.001 0.004 -0.001
H 4.45667 0.51739 5.84975 -0.004 -0.003 -0.001
H 2.27947 2.16504 4.29838 -0.001 0.000 0.002
H 2.10579 1.63546 5.97939 0.001 -0.003 0.001
H 0.88400 1.18866 4.78356 0.001 0.003 0.003
H -3.25954 -1.39539 1.32907 0.006 -0.001 -0.006
H -4.86261 -3.25136 3.14962 -0.002 0.008 0.003
H -4.40129 -3.56497 1.46176 -0.006 0.000 0.007
H -5.54780 -2.27965 1.83510 0.008 -0.005 -0.015
H -4.04544 -1.04461 4.26382 0.004 0.001 -0.002
H -4.67275 -0.08781 2.91211 -0.005 -0.005 -0.001
H -2.96343 0.02157 3.34200 -0.004 -0.006 -0.001
S -1.17160 1.29097 0.95482 0.012 0.183 -0.081
C 0.16798 2.42333 0.92163 0.159 -0.087 0.087
N 0.11984 3.68256 1.24856 -0.045 -0.073 0.016
N -1.03928 4.18399 1.55615 -0.021 0.049 -0.030
C -1.20297 5.55727 1.83863 0.004 -0.065 0.000
C -0.11345 6.41342 1.91790 0.016 0.019 0.003
C -0.33497 7.75038 2.20708 0.009 0.001 -0.002
C -1.62112 8.22987 2.41497 0.002 0.005 -0.001
C -2.69963 7.36123 2.33233 -0.003 -0.005 -0.004
C -2.49533 6.02185 2.04422 -0.019 0.019 0.006
N 1.42187 1.98930 0.59631 -0.107 0.113 -0.028
N 1.56338 0.85531 0.08317 0.414 0.067 0.279
C 2.97017 0.53236 -0.14819 -0.142 0.076 0.038
C 3.94946 1.39476 0.34477 0.007 0.003 -0.025
C 5.28586 1.09063 0.15890 0.002 0.005 0.000
C 5.65947 -0.06991 -0.50603 0.020 0.010 0.013
C 4.68034 -0.92260 -0.98632 -0.030 -0.031 -0.064
C 3.33684 -0.62646 -0.80922 -0.051 0.032 0.039
H -1.87457 3.61178 1.45246 0.002 0.002 0.021
H 0.88485 6.03418 1.75431 -0.005 0.001 0.001
H 0.50916 8.42411 2.27033 -0.001 -0.001 0.000
H -1.78165 9.27520 2.63999 0.001 -0.001 -0.001
H -3.70569 7.72509 2.49139 0.000 0.000 0.000
H -3.33623 5.34082 1.97714 0.002 0.000 0.002
H 3.66538 2.29045 0.87396 0.015 -0.007 0.004
H 6.04062 1.76423 0.54255 -0.005 0.001 0.002
H 6.70639 -0.30724 -0.64222 -0.005 0.003 -0.004
H 4.95899 -1.83416 -1.50059 -0.015 -0.001 0.005
H 2.57920 -1.30566 -1.14776 -0.099 -0.092 -0.034
O -3.84892 -3.55377 -6.34907 -0.022 0.040 -0.011
N -2.77848 -3.02578 -6.14480 0.043 -0.115 0.035
O -1.84680 -2.99979 -6.92607 -0.010 0.044 -0.007
C -2.57860 -2.38492 -4.84099 -0.084 0.010 0.016
C -1.37349 -1.75000 -4.59508 0.046 0.043 -0.011
C -1.18335 -1.15680 -3.37695 -0.020 -0.032 -0.051
C -2.16958 -1.14878 -2.36592 0.146 0.185 -0.083
O -2.00736 -0.54380 -1.23225 0.040 -0.274 0.169
C -3.36641 -1.82252 -2.68180 0.045 0.006 0.076
C -3.57679 -2.44945 -3.89021 0.050 -0.002 -0.029
N -4.42493 -1.91313 -1.67009 -0.155 0.051 -0.151
O -5.03734 -2.96064 -1.61194 0.059 -0.019 0.048
O -4.64301 -0.93487 -0.98642 0.055 -0.006 0.054
N 0.14094 -0.58951 -3.01288 -0.173 -0.243 0.087
O 0.94687 -0.56241 -4.11402 0.054 0.136 -0.033
O 0.61601 -1.39801 -1.96959 -0.003 0.075 0.008
H -0.61964 -1.72380 -5.36474 -0.003 0.002 0.002
H -4.49855 -2.97884 -4.08369 0.000 0.001 -0.004
C 2.42074 -3.11890 -3.54618 -0.011 -0.025 0.014
Si 2.28375 -1.58951 -4.58202 0.006 -0.018 0.035
C 1.86233 -2.02598 -6.33434 -0.036 0.011 -0.015
C 3.73171 -0.43577 -4.52515 0.012 -0.028 -0.002
C 0.15046 0.76455 -2.33017 -0.177 0.029 0.007
Si -0.87571 2.22033 -3.09645 0.000 -0.008 0.014
C 0.46115 3.48060 -3.41444 -0.005 0.030 0.009
C -1.67088 1.67058 -4.69225 0.017 0.012 -0.016
C -2.16144 2.88497 -1.93218 -0.013 0.006 -0.017
H 3.13711 -3.78504 -4.03614 -0.011 -0.003 -0.001
H 1.46196 -3.63910 -3.49942 0.014 -0.007 -0.001
H 2.75528 -2.94502 -2.52531 0.000 0.025 -0.023
H 2.73022 -2.49853 -6.80172 0.007 0.009 0.002
H 1.61816 -1.13928 -6.92280 0.001 0.002 0.000
H 1.03084 -2.72909 -6.41585 0.010 -0.003 0.003
H 4.63814 -0.93609 -4.87513 -0.010 0.003 0.006
H 3.92265 -0.05636 -3.52175 0.000 0.004 0.034
H 3.54678 0.41439 -5.18547 0.012 -0.002 -0.002
H 1.20988 1.02029 -2.36685 0.005 -0.002 -0.041
H 1.20779 3.09777 -4.11405 -0.003 0.001 0.000
H 0.97423 3.75177 -2.48756 -0.001 -0.003 -0.002
H 0.04256 4.39553 -3.83880 0.002 -0.004 0.001
H -0.97379 1.15260 -5.35305 -0.005 0.001 -0.002
H -2.01406 2.56943 -5.21202 0.005 -0.005 -0.002
H -2.54115 1.03264 -4.53303 -0.001 0.008 0.003
H -1.70688 3.38956 -1.07893 -0.003 0.002 -0.011
H -2.82860 2.10633 -1.56082 -0.001 -0.005 0.002
H -2.75790 3.62299 -2.47583 -0.005 -0.007 0.005

***

17
Properties=species:S:1:pos:R:3:forces:R:3 method="wB97M-V/def2-TZVPD" lumo_energy_ev=0.5 relative_energy_kj_mol=596.04 max_force_ev_per_a=0.76 e_tot_ev=-13498.90546 total_charge=0 homo_lumo_gap_ev=9.51 molar_mass_g_mol=132.115
C 2.94525 -0.87611 -0.07662 0.086 -0.186 0.013
C 1.55545 1.30755 -0.63640 0.006 -0.179 0.016
C 2.17910 0.31501 -0.38850 -0.256 0.470 -0.151
C -2.27019 -0.27460 0.63676 0.530 0.012 -0.130
C -1.10933 -0.43432 1.24741 -0.042 0.073 -0.095
O -2.47223 0.22481 -0.64079 -0.713 -0.251 -0.019
O -1.31252 0.67585 -1.28056 0.378 0.264 0.127
O 0.91315 2.41393 -0.90966 0.112 0.331 -0.037
O -3.46777 -0.60950 1.15080 0.001 0.102 -0.187
H -0.93023 -0.10350 -1.71566 -0.168 -0.147 0.192
H -0.03625 2.23862 -0.96782 -0.107 -0.176 0.054
H -4.16057 -0.34788 0.53048 -0.017 -0.005 0.021
H 2.47563 -1.42471 0.74037 0.084 -0.087 0.004
H 3.95292 -0.59470 0.22646 0.049 -0.112 0.030
H 3.01142 -1.52808 -0.94827 0.075 -0.079 0.077
H -0.18148 -0.14342 0.79341 0.089 0.082 -0.177
H -1.09235 -0.83896 2.23859 -0.106 -0.113 0.264

***

12
Properties=species:S:1:pos:R:3:forces:R:3 method="wB97M-V/def2-TZVPD" lumo_energy_ev=0.3 relative_energy_kj_mol=160.21 max_force_ev_per_a=0.82 e_tot_ev=-29872.48320 total_charge=0 homo_lumo_gap_ev=8.41 molar_mass_g_mol=148.212
C -0.62184 1.42300 -0.15955 -0.067 0.064 -0.179
C -0.47980 1.63013 1.16276 -0.336 0.687 0.295
C -0.07194 0.12820 -0.47829 0.032 -0.096 -0.315
H -1.16884 1.69642 -1.91852 0.010 0.005 0.048
H -0.77994 2.48025 1.78082 0.184 -0.417 -0.325
H 0.85778 0.62755 2.38918 -0.297 0.096 -0.065
H -0.16698 -2.53812 1.10143 0.208 0.166 -0.020
N 0.06503 0.50611 1.75804 0.575 -0.399 0.148
N 0.43388 -0.33779 0.69517 -0.008 -0.396 0.254
O -1.20899 2.20066 -1.08248 0.054 -0.095 0.052
S 1.02671 -1.89640 1.02215 -0.334 0.256 -0.092
S -0.12177 -0.61220 -1.96059 -0.020 0.130 0.200